No. 1
8
Properties=species:S:1:pos:R:3:mulliken_charge:R:1 method="wB97M-V/def2-TZVPD" e_lumo_ev=-1.5765 de_lowest_ev=0.824 multiplicity=1 homo_lumo_gap_ev=8.695
C -0.02208 0.44799 -0.45632 0.291
O 0.33678 -3.17495 -1.66770 -0.369
O 1.51900 -0.97142 -1.31004 -0.445
O -0.94216 -0.11074 -0.97859 -0.533
S 0.19586 0.28910 1.23775 -0.163
S 0.61010 -1.82963 -2.14545 0.797
H 0.52632 1.41328 -0.88435 0.244
H -0.94842 -0.42418 1.58986 0.178


No. 2
9
Properties=species:S:1:pos:R:3:mulliken_charge:R:1 method="wB97M-V/def2-TZVPD" e_lumo_ev=6.4280 de_lowest_ev=4.603 multiplicity=1 homo_lumo_gap_ev=6.065 total_charge=-2
C 0.81539 1.74555 1.01558 -0.503
O -1.53828 2.65803 0.68628 -0.511
O 2.87670 0.18846 1.01465 -0.636
O -0.53634 1.80174 -1.35999 -0.527
O 2.39430 1.16618 -1.21764 -0.577
S -0.53681 1.74862 0.12232 0.278
S 1.83328 0.67336 0.04320 0.522
H -1.54559 -0.12614 0.05228 -0.086
H 1.37866 -0.65215 -0.37269 0.040


No. 3
8
Properties=species:S:1:pos:R:3:mulliken_spin:R:1 method="wB97M-V/def2-TZVPD" e_lumo_ev="-4.6198 / -8.9079" multiplicity=5 s2=6.016 homo_lumo_gap_ev="9.063 / 7.503" total_charge=+1
O -0.20415 -0.25837 -0.63687 0.137
V -1.21030 0.08252 0.89044 2.930
O -0.99461 0.65766 2.54182 -0.002
H -0.28273 0.46611 3.15040 0.013
C 0.92922 -0.17112 -1.12211 -0.040
O 1.56234 -1.27781 -1.32104 0.943
O 1.50040 0.89265 -1.55916 0.010
H 1.11933 1.70157 -1.17740 0.009


No. 4
11
Properties=species:S:1:pos:R:3:mulliken_charge:R:1 method="wB97M-V/def2-TZVPD" e_lumo_ev=3.4683 de_lowest_ev=0.000 multiplicity=1 homo_lumo_gap_ev=7.811 total_charge=-1
C -1.78826 0.20152 0.88103 0.550
O 0.96305 0.80754 0.33218 -0.314
O -0.77746 0.46987 -1.53574 -0.608
O 2.13631 -0.03372 -1.79530 -0.548
O 2.96324 -0.59864 0.46051 -0.574
O -2.98920 0.22219 0.80785 -0.579
O -1.18560 -0.63176 1.71461 -0.408
P -0.69263 1.30323 -0.33106 0.142
S 1.67743 -0.50258 -0.17950 0.717
H 1.45413 0.13573 -2.40558 0.333
H -1.76099 -1.37339 2.05100 0.289